w) Below is C3H5N3 in the gas phase, with properties calculated with ωB97M-V/def2-TZVPD.

```
11
Properties=species:S:1:pos:R:3:lowdin_charge:R:1
C -0.24 -1.61 0.22 -0.075
N 0.12 -0.30 -0.29 -0.184
C -0.72 0.70 -0.74 -0.134
C -0.39 1.89 -0.30 -0.125
N 0.77 1.78 0.79 -0.034
N 1.19 0.73 1.04 0.102
H 0.68 -2.07 0.60 0.086
H -0.94 -1.52 1.06 0.089
H -0.67 -2.21 -0.57 0.082
H 0.87 -0.36 -0.97 0.135
H -0.64 2.91 -0.53 0.058
```

Calculated values
LUMO energy (spin up / spin down)	0.76 / 0.76	eV
total charge	0

---

x) Below is C3H5N3 in the gas phase, with properties calculated with ωB97M-V/def2-TZVPD.

```
11
Properties=species:S:1:pos:R:3:lowdin_charge:R:1
C -1.42 -0.15 -0.02 -0.026
N 0.02 -0.02 0.10 -0.127
C 0.73 1.13 0.22 -0.185
N 2.01 0.92 0.07 0.003
N 2.16 -0.43 -0.15 0.001
C 0.98 -0.97 -0.13 -0.183
H -1.66 -1.17 -0.32 0.090
H -1.76 0.53 -0.80 0.093
H -1.93 0.07 0.92 0.091
H 0.26 2.09 0.40 0.123
H 0.75 -2.01 -0.28 0.121
```

Calculated values
LUMO energy	0.67	eV
total charge	0

---

y) Below is C3H5N3 in the gas phase, with properties calculated with ωB97M-V/def2-TZVPD.

```
11
Properties=species:S:1:pos:R:3:lowdin_charge:R:1
C -1.66 -0.32 -0.03 -0.048
C -0.19 -0.08 0.02 -0.357
N 0.68 -1.05 0.32 0.094
N 1.85 -0.44 0.25 -0.103
N 1.84 0.83 -0.07 0.049
C 0.55 1.09 -0.22 -0.116
H -2.04 -0.67 0.94 0.077
H -2.20 0.59 -0.30 0.074
H -1.90 -1.09 -0.77 0.077
H 2.72 -0.93 0.43 0.152
H 0.21 2.08 -0.50 0.102
```

Calculated values
LUMO energy	1.17	eV
total charge	0

---

z) Below is C3H5N3 as an isolated structure, with properties calculated with ωB97M-V/def2-TZVPD.

```
11
Properties=species:S:1:pos:R:3:lowdin_charge:R:1
N 0.78 -0.86 -1.98 0.083
C 0.55 -0.55 -0.73 -0.573
C -0.28 0.73 -0.37 -0.157
N -0.83 0.71 0.94 0.010
C -0.50 -0.12 1.78 0.018
N 1.07 -1.17 0.31 0.185
H 0.58 -0.04 -2.57 0.030
H 0.34 1.62 -0.49 0.128
H -1.07 0.85 -1.11 0.119
H -0.91 -0.16 2.80 0.110
H 0.28 -1.01 1.41 0.048
```

Calculated values
LUMO energy (spin up / spin down)	-1.91 / -1.65	eV
total charge	0

---

Which structure wins on stability? y) wins.

---

w) Below is C3H5N3 in the gas phase, with properties calculated with ωB97M-V/def2-TZVPD.

```
11
Properties=species:S:1:pos:R:3:lowdin_charge:R:1
C 1.63 -0.45 0.14 -0.078
N 0.43 0.30 0.47 -0.034
C -0.83 0.31 -0.05 -0.473
N -1.37 1.47 0.04 0.115
C -1.53 -0.87 -0.56 -0.125
N -2.22 -1.69 -0.98 0.161
H 1.41 -1.49 -0.11 0.085
H 2.19 0.00 -0.69 0.080
H 2.28 -0.46 1.02 0.080
H 0.40 1.32 0.69 0.137
H -2.37 1.54 -0.03 0.053
```

Calculated values
LUMO energy	0.46	eV
total charge	0

---

x) Below is C3H5N3 in the gas phase, with properties calculated with ωB97M-V/def2-TZVPD.

```
11
Properties=species:S:1:pos:R:3:lowdin_charge:R:1
N -1.83 -0.32 -0.29 0.082
C -0.54 0.05 -0.45 -0.223
C 0.80 -0.59 0.27 -0.165
N 1.85 0.10 -0.28 -0.057
N 1.18 1.28 -0.38 0.077
C 0.17 0.76 0.56 -0.291
H -2.45 0.11 0.39 0.093
H -2.29 -0.87 -0.99 0.085
H 0.79 -1.58 0.72 0.121
H 2.44 -0.20 -1.05 0.138
H -0.12 1.27 1.48 0.139
```

Calculated values
LUMO energy (spin up / spin down)	0.82 / 0.82	eV
total charge	0

---

Which structure wins on stability? w) wins.

---

w) Below is C3H5N3 in the gas phase, with properties calculated with ωB97M-V/def2-TZVPD.

```
11
Properties=species:S:1:pos:R:3:lowdin_charge:R:1
C 1.40 0.85 -0.12 -0.188
C -0.93 0.28 -0.43 -0.065
C -2.16 -0.29 0.02 -0.066
N 0.11 0.90 -0.31 0.047
N 1.59 -1.42 0.62 0.041
N 2.05 -0.40 0.33 -0.259
H 2.03 1.69 -0.46 0.096
H -2.95 0.13 -0.55 0.070
H -2.00 -1.42 -0.36 0.159
H -2.18 -0.10 1.05 0.062
H 3.04 -0.22 0.21 0.103
```

Calculated values
LUMO energy	0.65	eV
total charge	0

---

x) Below is C3H5N3 in the gas phase, with properties calculated with ωB97M-V/def2-TZVPD.

```
11
Properties=species:S:1:pos:R:3:lowdin_charge:R:1
N -0.96 1.46 1.06 0.077
C -0.24 0.48 0.38 -0.432
C -0.69 -0.76 -0.01 -0.070
N 0.39 -1.32 -0.67 0.029
C 1.41 -0.44 -0.60 -0.217
N 1.07 0.67 0.02 0.095
H -0.37 2.26 1.28 0.077
H -1.78 1.77 0.55 0.078
H -1.64 -1.25 0.10 0.107
H 0.43 -2.26 -1.04 0.143
H 2.37 -0.62 -1.07 0.113
```

Calculated values
LUMO energy	0.99	eV
total charge	0

---

Which structure wins on stability? x) wins.

---

w) Below is C3H8N2 in the gas phase, with properties calculated with ωB97M-V/def2-TZVPD.

```
13
Properties=species:S:1:pos:R:3:lowdin_charge:R:1
C 1.53 0.23 -0.39 -0.080
C -0.34 -0.81 1.10 -0.039
C -0.77 0.68 -0.80 -0.368
H 2.16 -0.55 0.08 0.076
H 1.89 1.27 -0.07 0.105
H 1.64 0.07 -1.51 0.091
H -0.86 -0.23 1.80 0.063
H 0.52 -1.25 1.57 0.075
H -1.06 -1.55 0.71 0.087
H -0.29 1.22 -1.69 0.132
H -2.48 0.12 -0.03 0.030
N 0.12 0.12 0.03 -0.227
N -2.05 0.68 -0.80 0.056
```

Calculated values
LUMO energy	0.84	eV
total charge	0

---

x) Below is C3H8N2 in the gas phase, with properties calculated with ωB97M-V/def2-TZVPD.

```
13
Properties=species:S:1:pos:R:3:lowdin_charge:R:1
C -0.70 -0.58 0.06 -0.505
C 1.51 0.53 0.31 -0.113
C 0.69 -0.37 -0.60 -0.189
N -1.41 0.44 0.64 0.004
N -1.83 -0.17 -0.64 0.008
H -0.80 -1.46 0.67 0.134
H 1.18 1.63 0.37 0.099
H 2.46 0.44 0.10 -0.010
H 1.27 0.24 1.44 0.120
H 1.04 -1.40 -0.65 0.099
H 0.44 0.02 -1.64 0.118
H -2.13 0.12 1.35 0.122
H -1.71 0.53 -1.42 0.112
```

Calculated values
LUMO energy	1.19	eV
total charge	0

---

y) Below is C3H8N2 in the gas phase, with properties calculated with ωB97M-V/def2-TZVPD.

```
13
Properties=species:S:1:pos:R:3:lowdin_charge:R:1
C -0.40 1.41 0.06 -0.126
C -1.58 -0.77 0.07 -0.112
C 1.93 -0.18 0.02 -0.072
H -1.48 1.72 0.11 0.076
H 0.09 2.08 -0.73 0.094
H 0.03 1.49 1.14 0.110
H -1.21 -1.57 0.81 0.081
H -2.46 -0.15 0.60 0.099
H -2.05 -1.22 -0.93 0.102
H 2.10 0.93 -0.08 0.064
H 2.77 -0.88 0.26 0.066
N -0.38 0.00 -0.30 -0.326
N 0.75 -0.73 -0.01 -0.057
```

Calculated values
LUMO energy	1.06	eV
total charge	0

---

Which structure wins on stability? w) wins.